Here is a cluster of 3 separate species, C32H56F2I2N4O7S2 in total at a distorted geometry from the OMol25 dataset. Energies are from ωB97M-V/def2-TZVPD.

The geometry in XYZ format:
```
105
Properties=species:S:1:pos:R:3:forces:R:3:mulliken_charge:R:1
C -3.43669 -0.81733 2.75563 -0.803 0.722 -2.237 -0.497
C -3.73289 -0.64597 1.58623 0.494 -0.162 2.081 -0.520
C -4.08997 -0.34257 0.20065 0.096 -0.066 0.478 -0.749
C -2.78472 -0.36589 -0.60387 0.088 -1.802 0.934 1.079
C -2.24471 -1.82034 -0.55218 0.327 0.315 -0.190 -1.085
C -0.86025 -1.89074 0.10378 0.250 -0.421 -1.135 -0.236
C -0.39512 -3.31502 0.43880 -0.398 -0.142 1.059 -0.604
S -1.15252 -4.55083 -0.66683 0.317 0.074 -0.531 -0.167
C -0.07847 -5.96313 -0.67619 0.103 0.617 0.038 -0.085
S 0.08786 -6.73627 -2.08944 -0.194 -0.319 -0.128 -0.147
N 0.50388 -6.32861 0.55591 -0.019 0.043 -0.083 0.171
C 0.26735 -7.72134 0.94404 -1.120 -0.165 0.282 -0.341
C -1.18054 -8.17664 0.67155 0.713 -0.045 -0.505 -1.276
C 1.91458 -5.93994 0.64896 0.727 -0.336 -0.013 0.094
C 2.91569 -6.72811 -0.23606 -0.052 0.742 -0.205 -1.352
O -2.84875 -0.05271 -1.98100 -0.282 0.488 0.245 0.370
C -3.17696 1.18703 -2.44615 0.341 0.635 -1.168 -1.660
I -5.35853 1.64866 -2.35289 -0.065 -0.063 0.136 0.116
C -2.89530 1.14104 -3.97520 0.645 -0.671 1.143 -0.339
C -3.06426 -0.20991 -4.67603 -0.532 0.335 -0.604 -0.873
C -4.33893 -0.99011 -4.43612 0.011 -0.670 0.485 -1.333
I -1.29573 -1.45829 -4.52241 -0.211 0.167 0.117 0.038
C -2.38487 2.41554 -1.75254 -2.652 0.211 -0.615 0.717
C -2.49946 3.70336 -2.63375 1.031 -0.190 -0.258 -1.664
C -1.48012 3.88880 -3.77861 -0.173 0.181 -0.283 -0.909
C -2.12122 4.19635 -5.13487 0.288 0.355 1.040 -0.461
F -1.25464 5.02290 -5.82515 0.250 0.008 -0.541 -0.370
N -3.11771 2.73718 -0.53265 1.433 -0.959 0.751 0.124
C -2.49529 2.62337 0.78621 -0.662 1.019 1.032 -0.207
C -2.31044 4.00595 1.47532 0.213 -0.444 0.188 -1.355
N -1.03619 1.93131 -1.57460 0.306 0.541 -0.325 0.290
C -0.08314 2.79504 -1.14451 0.773 0.003 0.173 -0.292
O -0.25127 3.87996 -0.65491 -0.254 -0.058 0.082 -0.514
N 1.27941 2.24923 -1.27346 -0.322 0.650 -1.083 -0.224
C 2.08464 2.84534 -0.31525 0.099 0.232 -1.624 0.594
O 1.99248 2.61090 0.80894 0.160 -0.225 3.044 -0.399
F 2.98427 3.73873 -0.78958 -0.084 -0.456 -0.431 -0.284
H -3.35669 -0.67173 3.79521 0.282 -0.356 0.531 0.487
H -4.79159 -1.11655 -0.09956 -0.126 0.041 -0.526 0.422
H -4.59877 0.61502 0.23570 -0.006 0.166 -0.303 0.459
H -2.04188 0.18753 -0.03818 -0.065 0.801 -0.454 -0.474
H -2.09893 -2.15410 -1.57541 -0.221 -0.031 -0.171 0.277
H -2.95999 -2.51055 -0.10980 -0.074 0.079 0.282 0.669
H -0.16563 -1.53004 -0.65966 0.067 0.299 0.018 0.207
H -0.76353 -1.21702 0.95117 -0.097 -0.202 0.318 0.460
H 0.68294 -3.39745 0.39140 0.108 0.044 -0.138 0.350
H -0.68111 -3.54285 1.46404 -0.035 -0.174 0.082 0.278
H 0.91873 -8.44045 0.44607 0.329 0.092 0.092 0.352
H 0.39254 -7.76279 2.02257 0.528 0.024 0.097 0.367
H -1.20393 -8.57515 -0.33778 -0.343 -0.001 -0.153 0.322
H -1.88832 -7.35593 0.73555 -0.135 0.029 0.215 0.295
H -1.45070 -8.99077 1.33614 -0.091 0.045 0.218 0.401
H 2.02082 -4.88390 0.40745 -0.201 0.070 -0.027 0.172
H 2.25311 -6.04580 1.67740 -0.486 -0.091 -0.030 -0.016
H 3.26743 -6.05969 -1.02025 0.121 -0.086 -0.181 0.385
H 2.48489 -7.58129 -0.74515 -0.083 -0.194 0.128 0.329
H 3.78744 -7.02608 0.33937 -0.009 -0.149 0.129 0.312
H -1.83477 1.37634 -4.05926 -0.003 0.206 -0.354 0.099
H -3.47702 1.91513 -4.45710 -0.083 0.006 -0.218 0.511
H -3.07551 0.02284 -5.73626 0.330 -0.002 -0.169 0.854
H -5.22875 -0.44084 -4.73065 0.045 0.267 -0.156 0.343
H -4.47462 -1.27098 -3.39689 0.074 0.067 0.181 0.224
H -4.31783 -1.92531 -4.98878 0.026 -0.015 -0.240 0.432
H -2.32461 4.51281 -1.93498 -0.028 0.149 0.086 0.670
H -3.50819 3.84437 -3.01540 -0.181 -0.334 0.134 0.704
H -0.77224 3.07066 -3.90078 0.006 -0.136 0.118 0.332
H -0.87188 4.76368 -3.56576 0.079 0.115 0.119 0.618
H -3.01620 4.78614 -4.94715 -0.322 -0.159 -0.273 0.349
H -2.30956 3.30763 -5.72625 -0.161 -0.014 -0.207 0.236
H -3.61234 3.60991 -0.58667 0.085 0.112 -0.283 0.537
H -3.18149 2.08821 1.44385 0.015 -0.380 -0.104 0.487
H -1.55838 2.08127 0.83959 0.052 -0.117 -0.548 0.012
H -2.95923 4.06946 2.34425 -0.223 0.171 0.002 0.410
H -2.52048 4.83344 0.80301 -0.007 0.060 -0.059 0.287
H -1.30105 4.13406 1.85683 0.157 0.055 -0.130 0.258
H -0.69586 1.34818 -2.32989 -0.157 -0.603 0.346 0.629
H 1.64108 2.42414 -2.20760 -0.140 -0.090 -0.091 0.320
O 3.31953 -6.31483 3.41278 0.171 -0.031 0.080 -0.605
C 3.75997 -5.22343 3.65305 0.057 -0.012 0.476 0.943
O 4.72488 -4.72262 2.86296 -0.051 -0.089 -0.406 -0.338
C 5.18473 -3.37008 2.93686 0.162 0.194 0.148 -0.380
C 6.26397 -3.20308 3.98598 -0.021 -0.110 0.133 -1.015
C 3.31406 -4.44301 4.86653 -0.312 0.326 -0.212 -1.207
H 4.34978 -2.68380 3.08583 -0.023 -0.046 0.065 0.341
H 5.59592 -3.14955 1.95304 -0.057 -0.148 -0.054 0.345
H 5.89160 -3.42981 4.98528 -0.036 0.080 0.001 0.274
H 6.64351 -2.18104 3.98415 -0.004 -0.002 -0.020 0.363
H 7.09064 -3.88546 3.78855 0.011 0.040 -0.073 0.303
H 3.89553 -4.76761 5.72833 0.017 0.003 -0.003 0.291
H 2.26383 -4.66174 5.04411 0.059 -0.197 0.053 0.309
H 3.39923 -3.36438 4.75594 0.171 -0.021 0.071 0.376
O 2.39928 9.73518 3.65125 -0.137 -0.014 0.026 -0.567
C 2.70084 8.92840 2.81694 0.354 -0.052 0.058 0.692
O 1.83424 7.94698 2.50610 -0.354 0.089 -0.002 -0.364
C 2.01442 7.05549 1.40157 0.121 -0.260 -0.136 -0.395
C 2.88072 5.87059 1.77066 0.056 -0.017 0.286 -0.464
C 4.06702 8.93882 2.16918 -0.099 0.202 -0.441 -0.872
H 2.39270 7.59093 0.52908 0.052 0.034 0.046 0.367
H 1.01548 6.70748 1.14141 -0.057 0.100 0.107 0.234
H 3.88703 6.18276 2.05295 0.031 -0.014 -0.124 0.314
H 2.94082 5.15039 0.95803 0.043 0.176 -0.002 -0.119
H 2.45646 5.35039 2.63039 -0.069 0.034 -0.009 0.296
H 4.76588 8.40374 2.81040 -0.006 -0.019 0.000 0.241
H 4.39072 9.97258 2.07585 0.014 0.005 0.212 0.307
H 4.08784 8.50823 1.17061 0.041 -0.161 0.090 0.309
```
Positions in Å, forces in eV/Å.

Results
- HOMO-LUMO gap: 8.069 eV
- E: -97688.643 eV
- LUMO: -0.001 Ha
- SMILES: C#CC[C@@H](CCCSC(=S)N(CC)CC)O[C@](I)(C[C@H](C)I)[C@@](CCCF)(NCC)NC(=O)NC(=O)F.CCOC(C)=O.CCOC(C)=O